No. 1
A structure of composition C3H5NO2. Source: OMol25; level of theory: the ωB97M-V functional and the def2-TZVPD basis.

Each line ends with the Mulliken charge.
Geometry (Å):
O -0.91220 1.01610 -1.75440  -0.4132
N -0.26153 1.26776 -0.50726  -0.3553
C -0.05955 0.00796 0.07054  0.1480
C 0.21108 -0.40571 1.47324  -0.1128
O 0.61099 -1.70957 0.94535  -0.3993
C 0.28087 -1.21946 -0.31901  -0.3519
H -1.20342 1.89074 -2.04440  0.3329
H -0.71723 -0.47847 2.04028  0.1770
H 1.00391 0.08041 2.05036  0.2629
H 0.73505 1.38346 -0.72547  0.3387
H 0.29032 -1.81728 -1.22076  0.3730

Force components x, y, z for each atom (eV/Å):
O 0.0 0.3 -0.5
N 0.6 -0.2 0.1
C 0.1 -0.6 0.1
C -0.1 0.1 0.3
O -0.3 -0.3 0.2
C -0.2 0.1 -0.1
H 0.0 -0.1 0.2
H 0.2 -0.2 0.3
H -0.1 -0.2 -0.1
H -0.3 1.2 -0.6
H 0.1 -0.1 0.2

Output
- max |F| (eV/Å) = 1.38
- LUMO (eV) = 0.85
- DFT total energy (hartree) = -322.39295
- HOMO (hartree) = -0.3116
- energy relative to the best compared isomer or geometry (same formula, charge and spin) (kJ/mol) = 476.2
- total charge = 0
- orbital gap (eV) = 9.33


No. 2
An isolated molecule of C2H4ClNSi. Source: OMol25; level of theory: the ωB97M-V functional and the def2-TZVPD basis.

Each line ends with the Mulliken charge.
Geometry (Å):
C -0.46094 0.11228 0.74827  -0.2990
C 2.36963 0.15946 -0.61863  -0.1602
N -0.71804 1.28317 0.19502  -0.2296
Si 1.03465 -0.91215 0.15786  0.4441
Cl 3.77855 0.32122 0.15672  -0.0535
H -1.25349 1.98888 0.67557  0.2487
H -0.29018 1.54554 -0.62546  0.2334
H 1.41323 -1.72755 1.34407  -0.1084
H 0.81839 -1.59142 -1.15922  -0.0755

Force components x, y, z for each atom (eV/Å):
C 0.0 1.0 0.2
C -1.5 0.3 -0.3
N -0.1 -2.1 2.2
Si -0.4 0.1 -0.7
Cl 1.6 0.1 0.7
H -0.6 -0.2 -0.1
H 1.2 1.2 -2.2
H 0.0 -0.1 -0.3
H -0.3 -0.5 0.5

Output
- max |F| (eV/Å) = 2.97
- LUMO (spin up / spin down) (eV) = -0.83 / -0.84
- DFT total energy (hartree) = -882.81730
- HOMO (spin up / spin down) (hartree) = -0.2955 / -0.2877
- energy relative to the best compared isomer or geometry (same formula, charge and spin) (kJ/mol) = 441.2
- total charge = 0
- orbital gap (spin up / spin down) (eV) = 7.21 / 6.99


No. 3
The ion C2H2NO3 with charge -1. Source: OMol25; level of theory: the ωB97M-V functional and the def2-TZVPD basis.

Each line ends with the Mulliken charge.
Geometry (Å):
C 0.79414 1.16201 0.56571  0.3553
C 0.04521 2.42727 0.06682  0.6275
N 0.09202 0.06578 0.33985  -0.5056
O 0.65616 3.49746 0.27095  -0.6768
O 1.94633 1.11629 0.98350  -0.6434
O -1.01010 2.06859 -0.49701  -0.7338
H -0.78342 0.39485 -0.25355  0.3724
H 0.62496 -0.65619 -0.04311  0.2045

Force components x, y, z for each atom (eV/Å):
C 2.3 0.8 0.5
C 1.6 0.4 1.0
N -4.1 -0.4 -1.4
O -1.4 -0.5 -0.6
O -0.1 0.3 0.0
O -1.0 1.5 -0.7
H 2.0 -0.7 1.4
H 0.9 -1.5 -0.2

Output
- SMILES = NC(=O)C(=O)[O-]
- max |F| (eV/Å) = 4.32
- LUMO (eV) = 4.41
- DFT total energy (hartree) = -357.96907
- HOMO (hartree) = -0.1533
- energy relative to the best compared isomer or geometry (same formula, charge and spin) (kJ/mol) = 79.0
- total charge = -1
- orbital gap (eV) = 8.59


No. 4
A cluster of 6 separate species, C29H54BBrN2O12 in total. Source: OMol25; level of theory: the ωB97M-V functional and the def2-TZVPD basis.

Each line ends with the Mulliken charge.
Geometry (Å):
C 5.04577 -2.37510 0.18853  -0.4374
O 3.88646 -3.08661 0.82327  -0.3970
C 2.85189 -3.05407 -0.22196  -0.3389
C 1.46771 -3.85607 0.14401  -0.4591
C 0.28503 -3.17986 -0.82629  -0.4062
C -1.13775 -3.99298 -0.77910  0.4352
Br -1.57105 -4.73333 1.03234  -0.0511
C -1.12933 -5.26571 -1.84758  0.0809
N -1.06410 -6.21505 -2.72082  -0.5458
C -2.29511 -2.94555 -1.36742  -0.0194
C -1.67866 -1.98658 -2.59068  0.0812
N -0.86292 -1.26337 -3.32589  -0.5382
B -2.92339 -1.98298 -0.19161  0.5314
C -4.52715 -2.22816 0.20277  -0.8300
O -2.17262 -0.94566 0.56209  -0.5066
H 5.98518 -2.31814 0.88536  0.2457
H 4.70417 -1.27914 -0.13754  0.2850
H 5.36118 -2.90476 -0.83341  0.1720
H 3.21099 -3.44219 -1.26690  0.2011
H 2.54720 -1.91179 -0.35515  0.2501
H 1.19271 -3.76809 1.30120  0.3140
H 1.51537 -5.00469 -0.17179  0.2205
H 0.74327 -3.22941 -1.92612  0.3560
H 0.21922 -2.04681 -0.51995  0.0061
H -3.11322 -3.64012 -1.86021  0.3835
H -5.15080 -1.33666 -0.24297  0.2524
H -4.93001 -3.28198 -0.17540  0.2334
H -4.56216 -2.22989 1.39106  0.2530
H -1.37629 -0.62080 0.00989  0.2495
O -0.42560 1.94906 1.19355  -0.6219
C -1.37626 2.35722 0.53460  0.7414
O -1.29529 2.43296 -0.81260  -0.3702
C -2.40325 2.72175 -1.68513  -0.2556
C -2.61092 4.21848 -1.81743  -1.0300
C -2.61459 2.86835 1.21654  -0.6870
H -3.30744 2.19734 -1.35960  0.2629
H -2.14196 2.30841 -2.66414  0.3790
H -2.85990 4.67751 -0.85844  0.2396
H -3.41771 4.43390 -2.52483  0.3710
H -1.69368 4.70125 -2.17085  0.3038
H -2.45282 3.90447 1.52144  0.3397
H -2.79928 2.25353 2.10263  -0.0391
H -3.51256 2.80036 0.60660  0.3375
O 6.65089 -4.22619 -1.39242  -0.6032
C 6.25575 -5.38413 -1.47952  0.9859
O 5.95894 -5.91904 -2.68494  -0.3247
C 5.66515 -7.30946 -2.91447  -0.4793
C 4.20032 -7.60273 -2.65161  -0.9984
C 6.00494 -6.20036 -0.24234  -1.1772
H 6.33501 -7.95380 -2.33598  0.3960
H 5.88549 -7.50224 -3.96892  0.3495
H 3.93059 -7.40942 -1.61131  0.2434
H 3.96997 -8.64772 -2.88113  0.3814
H 3.56539 -6.95791 -3.26835  0.3045
H 5.01849 -5.95255 0.15537  0.1635
H 6.76937 -5.94763 0.49864  0.3400
H 6.07843 -7.27385 -0.40116  0.4434
O 10.13947 -5.35535 -4.84382  -0.6033
C 9.51302 -4.31021 -4.70308  0.5700
O 9.68639 -3.28470 -5.56651  -0.3836
C 8.87637 -2.09513 -5.59910  -0.3501
C 9.37994 -1.07102 -4.59987  -0.9054
C 8.61117 -4.11454 -3.51644  -0.5399
H 7.81765 -2.33614 -5.45923  0.3465
H 8.96902 -1.68536 -6.60959  0.3062
H 9.32005 -1.44380 -3.57528  0.2610
H 8.79602 -0.14789 -4.66770  0.3414
H 10.43268 -0.83728 -4.79068  0.2939
H 9.21167 -3.80489 -2.65842  0.2897
H 8.12300 -5.06800 -3.29309  0.0297
H 7.81229 -3.39589 -3.68481  0.2930
O -4.15801 6.55236 3.49456  -0.5657
C -3.87397 5.72909 4.35833  0.7826
O -3.93608 4.40538 4.09153  -0.3243
C -3.45390 3.36951 4.96717  -0.2020
C -4.50300 3.00306 5.99961  -1.1076
C -3.54189 6.17239 5.75581  -1.0869
H -2.49703 3.65016 5.41902  0.3596
H -3.25357 2.49874 4.33533  0.2124
H -4.74623 3.84926 6.64545  0.2849
H -4.15340 2.17727 6.62697  0.3840
H -5.43403 2.70250 5.50753  0.3129
H -4.46942 6.34625 6.30547  0.2532
H -2.97458 7.10612 5.69599  0.3272
H -2.91615 5.47082 6.30287  0.3906
O -10.89994 8.12761 3.60806  -0.5875
C -9.85946 7.97095 2.97766  0.7032
O -8.84638 7.24134 3.49593  -0.3555
C -7.66630 6.84737 2.77174  -0.3271
C -6.62063 7.94572 2.80415  -0.8223
C -9.65415 8.66292 1.65904  -0.8602
H -7.91638 6.53264 1.75344  0.3121
H -7.27212 5.96234 3.28058  0.2382
H -6.97724 8.85663 2.31894  0.3403
H -5.70508 7.62025 2.30059  0.2688
H -6.37871 8.21190 3.83852  0.2537
H -9.32407 9.68792 1.84093  0.2323
H -10.60903 8.67812 1.12496  0.3010
H -8.94700 8.15965 1.00354  0.3158

Force components x, y, z for each atom (eV/Å):
C 0.2 0.7 -1.2
O 0.4 0.6 -2.8
C -1.4 0.7 0.0
C -0.3 -0.1 -0.3
C 2.0 -0.8 0.5
C 0.7 0.5 -2.9
Br 0.0 0.7 -1.4
C 1.0 -5.7 -5.2
N -0.6 8.5 7.8
C 0.3 -0.5 -1.8
C 6.9 4.3 -3.9
N -7.9 -6.6 6.7
B -0.3 1.4 1.8
C 0.7 -0.4 0.7
O -0.3 -1.9 -3.7
H -2.2 -0.3 -1.1
H 0.7 -2.1 1.0
H -0.8 1.2 2.6
H -0.3 0.6 1.9
H 0.6 -2.2 0.1
H 0.7 -0.1 -2.7
H 0.1 2.4 0.9
H -1.4 0.1 2.3
H -0.4 -2.3 -0.6
H 1.5 1.7 1.0
H 1.0 -1.8 1.0
H 0.8 2.4 0.7
H -0.3 0.2 -2.5
H -1.6 -0.8 1.4
O -1.3 0.5 -1.5
C 1.0 -0.2 1.0
O 0.4 -0.5 0.1
C -0.1 0.3 0.0
C 0.0 0.2 0.1
C -0.4 -0.4 0.1
H 0.1 0.1 0.1
H 0.2 -0.1 0.3
H -0.1 -0.1 -0.1
H 0.1 0.0 0.1
H -0.1 -0.2 0.0
H -0.1 -0.1 0.0
H 0.2 0.2 -0.1
H 0.0 0.2 -0.1
O -0.4 -2.1 -0.7
C 0.1 1.0 0.4
O 0.4 0.5 -0.1
C -0.3 -0.2 0.1
C -0.1 0.1 0.1
C 0.6 -0.3 0.2
H -0.1 0.2 0.0
H 0.1 0.3 0.2
H 0.1 -0.1 0.0
H 0.0 0.1 0.0
H 0.1 -0.1 0.0
H 0.1 0.0 0.0
H -0.3 0.2 -0.1
H -0.2 0.0 -0.1
O -0.9 1.9 -0.2
C 0.8 -1.3 0.3
O 0.1 -0.3 -0.5
C 0.0 0.1 0.3
C 0.1 0.0 0.2
C -0.5 -0.2 -0.3
H 0.2 0.0 0.1
H 0.1 -0.3 0.1
H -0.1 0.0 -0.1
H 0.1 -0.1 0.0
H -0.2 0.0 -0.1
H -0.1 0.0 -0.1
H 0.4 0.3 0.0
H 0.1 0.1 0.1
O 0.6 -1.8 1.2
C -0.5 1.0 -0.7
O 0.1 0.3 -0.6
C -0.1 -0.1 0.3
C -0.2 0.1 0.1
C 0.6 0.2 0.1
H -0.2 0.1 0.0
H -0.1 0.3 -0.1
H 0.1 -0.1 0.0
H 0.0 0.1 -0.1
H 0.2 0.0 0.0
H 0.1 0.0 0.0
H -0.3 -0.1 -0.1
H -0.2 -0.1 0.1
O 1.9 -0.5 -0.8
C -1.2 0.4 0.8
O -0.6 -0.3 0.3
C 0.3 0.3 -0.1
C 0.0 0.2 -0.2
C -0.2 -0.3 -0.6
H -0.1 0.1 0.1
H -0.3 0.1 0.1
H -0.1 -0.1 -0.1
H -0.3 0.1 0.2
H 0.0 -0.2 -0.2
H 0.0 -0.1 0.0
H 0.1 0.2 0.3
H 0.2 0.1 0.1

Output
- SMILES = COCCC[C@](Br)(C#N)[C@H](C#N)B(C)O.CCOC(C)=O.CCOC(C)=O.CCOC(C)=O.CCOC(C)=O.CCOC(C)=O
- max |F| (eV/Å) = 12.31
- LUMO (eV) = -0.63
- DFT total energy (hartree) = -4748.42989
- HOMO (hartree) = -0.3602
- energy relative to the best compared isomer or geometry (same formula, charge and spin) (kJ/mol) = 708.1
- total charge = 0
- orbital gap (eV) = 9.17


No. 5
A structure of composition C26H36N4O4RhSSi. Source: OMol25; level of theory: the ωB97M-V functional and the def2-TZVPD basis.

Each line ends with the Mulliken charge.
Geometry (Å):
Rh -0.28266 0.15844 0.25087  -0.1846
C -3.14112 -0.05913 -4.47620  -1.0554
Si -4.49270 0.48382 -3.31626  0.1065
C -5.13811 2.17055 -3.79236  -1.0663
C -5.87242 -0.77485 -3.28248  -1.0502
C -3.83753 0.64795 -1.54075  0.3097
C -4.71914 0.99524 -0.52419  -0.0214
C -4.32976 1.12349 0.81383  -1.3648
C -3.00840 0.93294 1.14766  -0.2052
N -2.14983 0.61258 0.16941  0.1655
C -2.52228 0.45629 -1.11214  0.7839
S -1.02388 -0.02397 -1.89276  -0.2620
H -3.57071 -0.15278 -5.47460  0.3460
H -2.72436 -1.02803 -4.20540  0.3348
H -2.32566 0.66052 -4.53868  0.3251
H -5.58061 2.14687 -4.78804  0.3488
H -4.33829 2.91079 -3.80083  0.3382
H -5.90660 2.51818 -3.10153  0.3421
H -6.30660 -0.89785 -4.27395  0.3521
H -6.67849 -0.48153 -2.60995  0.3396
H -5.50465 -1.74829 -2.95815  0.3290
H -5.76092 1.17503 -0.76035  0.3539
H -5.03913 1.39718 1.57991  0.4331
H -2.59446 1.06815 2.14197  0.5080
C 4.61286 2.91202 4.91596  -1.5304
C 4.14143 2.19258 3.68896  0.5097
C 4.56258 2.57473 2.42205  -0.9173
C 4.12308 1.91217 1.28339  0.8101
C 4.58385 2.41464 -0.05672  -1.9461
C 3.21172 0.84712 1.43261  1.1471
C 2.75910 0.19316 0.22400  -0.5273
O 1.74880 -0.50487 0.09724  -0.3534
C 2.77871 0.43614 2.71183  1.2882
C 1.86534 -0.73054 2.92963  -1.3799
C 3.26576 1.11593 3.81338  -0.9942
H 5.32545 3.69767 4.67484  0.3821
H 5.08606 2.22125 5.61352  0.3652
H 3.77081 3.36525 5.44153  0.2958
H 5.24712 3.40607 2.31541  0.3226
H 5.26094 3.25401 0.08076  0.3935
H 3.74680 2.75144 -0.66948  0.3712
H 5.12215 1.65457 -0.62512  0.4163
H 3.40626 0.27737 -0.65792  0.3670
H 2.13955 -1.58340 2.30815  0.3739
H 0.82553 -0.46793 2.71148  -0.0709
H 1.90534 -1.02721 3.97688  0.4844
H 2.95204 0.80077 4.80197  0.4313
C 0.21646 4.07093 4.68367  -0.9891
N 0.33859 3.57970 3.32045  0.2391
C 0.87408 4.35670 2.34035  0.2175
C 1.01503 3.93749 1.06087  -1.2353
C 0.55274 2.61631 0.79591  1.0851
O 0.65186 1.99675 -0.32808  -0.6814
N -0.01087 1.87408 1.75992  0.3949
C -0.11129 2.28285 3.04801  -0.2269
O -0.56968 1.58694 3.94048  -0.7094
H 0.81704 4.97166 4.77653  0.3281
H 0.57776 3.31128 5.37384  0.3372
H -0.82233 4.29503 4.92274  0.2893
H 1.19025 5.34091 2.65944  0.3948
H 1.44421 4.56037 0.29540  0.5590
C -0.72064 -4.04879 3.27157  -0.8938
N -0.43207 -3.44615 1.97822  0.2489
C 0.46291 -4.16389 1.08232  -0.9620
C -0.93613 -2.28125 1.65385  0.3131
O -0.75973 -1.75262 0.53051  -0.7082
H -0.94646 -5.10410 3.13022  0.3382
H -1.58451 -3.56308 3.71822  0.3129
H 0.14082 -3.94992 3.93265  0.3178
H 0.00665 -5.11171 0.79896  0.3518
H 1.40016 -4.36138 1.60356  0.3560
H 0.65039 -3.55854 0.20035  0.2739
H -1.58425 -1.82382 2.40953  0.3035

Force components x, y, z for each atom (eV/Å):
Rh 1.5 1.8 -0.9
C -0.1 0.0 0.0
Si 0.0 0.0 -0.1
C 0.0 -0.1 0.0
C 0.1 0.0 0.1
C 0.1 0.0 0.1
C 0.0 0.0 0.3
C 0.0 0.1 0.0
C 0.0 0.1 -0.3
N -0.9 0.5 0.3
C 0.4 -0.1 0.1
S -0.2 -0.6 -0.5
H 0.0 0.0 -0.1
H 0.0 -0.1 0.0
H 0.0 0.0 0.0
H 0.0 0.0 -0.1
H 0.1 0.0 0.0
H 0.0 0.0 0.0
H 0.0 0.0 -0.1
H 0.0 0.0 0.1
H 0.0 -0.1 0.0
H -0.1 0.0 -0.1
H 0.0 0.0 0.0
H -0.1 -0.1 -0.1
C 0.0 0.1 0.0
C 0.0 0.0 0.0
C -0.1 -0.1 -0.1
C 0.0 0.2 0.2
C 0.0 0.0 -0.1
C -0.1 0.1 -0.2
C 0.0 -0.3 0.0
O 0.1 0.1 -0.1
C 0.1 0.1 0.0
C -0.2 -0.2 0.2
C -0.1 0.0 0.0
H 0.0 0.0 0.0
H 0.0 0.0 0.0
H 0.0 0.0 0.0
H 0.0 0.0 0.0
H 0.0 0.0 0.0
H 0.0 0.0 0.0
H 0.0 0.0 0.0
H 0.0 0.0 0.0
H 0.0 0.0 0.0
H 0.1 0.1 0.0
H 0.0 0.0 0.0
H 0.0 0.0 0.0
C 0.0 0.0 0.1
N 0.1 0.2 -0.3
C 0.0 -0.1 0.0
C -0.1 0.0 0.1
C -0.1 -0.6 -0.1
O -0.8 0.0 0.6
N 0.4 -0.3 0.1
C -0.1 -0.1 0.1
O -0.1 0.0 0.1
H 0.0 0.0 0.1
H 0.0 0.0 0.0
H 0.0 0.0 0.0
H 0.0 0.0 0.0
H 0.0 0.0 -0.1
C 0.0 0.0 0.0
N -0.1 0.0 0.0
C 0.1 0.0 0.0
C -0.4 0.0 -0.1
O -0.1 -0.7 0.5
H 0.0 0.0 0.0
H 0.0 0.0 0.1
H 0.0 0.0 0.0
H 0.0 0.0 0.0
H 0.0 0.0 0.0
H 0.0 0.0 0.0
H 0.2 0.1 0.0

Output
- max |F| (eV/Å) = 2.51
- LUMO (eV) = -3.07
- DFT total energy (hartree) = -2330.46780
- HOMO (hartree) = -0.3898
- energy relative to the best compared isomer or geometry (same formula, charge and spin) (kJ/mol) = 84.2
- total charge = +1
- orbital gap (eV) = 7.54


No. 6
An isolated molecule of C2H4N2OS. Source: OMol25; level of theory: the ωB97M-V functional and the def2-TZVPD basis.

Each line ends with the Mulliken charge.
Geometry (Å):
C -0.16420 1.33150 0.38505  -0.3183
C 0.82520 -1.17731 0.06203  0.0241
H 0.15860 1.24478 1.51111  0.2509
H -0.66121 2.33229 0.30609  0.3070
H 2.55454 0.01690 0.07479  0.2370
H 1.27435 -2.11926 0.34620  0.3639
N 1.55763 -0.09629 0.12958  -0.1672
N -0.48583 -1.32240 0.03334  -0.4094
O 1.00516 0.94785 -0.54203  -0.2875
S -1.42726 -0.00324 -0.10780  -0.0006

Force components x, y, z for each atom (eV/Å):
C -0.7 -1.1 0.7
C -3.0 -4.2 1.4
H -0.3 -0.1 -2.4
H 0.9 -0.8 -0.8
H 0.1 -0.9 0.1
H 0.7 0.0 -0.3
N 1.5 1.7 -0.6
N 3.0 -0.2 -0.4
O -2.1 2.9 1.6
S -0.1 2.7 0.7

Output
- SMILES = C1=NSCON1
- max |F| (eV/Å) = 5.34
- LUMO (eV) = 0.77
- DFT total energy (hartree) = -661.41577
- HOMO (hartree) = -0.2881
- energy relative to the best compared isomer or geometry (same formula, charge and spin) (kJ/mol) = 445.7
- total charge = 0
- orbital gap (eV) = 8.61